Density functional theory data (ωB97M-V/def2-TZVPD) for a molecular structure, C12H20N2O2S5SbTl at a distorted geometry.

Last column: Löwdin charge in e.
Element x y z (Å)
Tl -0.8930 0.9041 -1.8023  0.38
S -4.7551 4.3398 0.6651  -0.39
Sb -3.4364 3.3351 -0.9492  -0.22
S -1.0582 3.4541 -0.5865  -0.28
S -3.7752 0.9639 -1.2909  -0.17
S -3.9076 4.3920 -2.9694  -0.44
C 1.5850 -3.0680 -2.9965  0.00
C 1.0500 -2.2621 -1.8263  -0.54
O -0.1147 -1.9111 -1.7329  -0.07
N 1.9840 -2.0014 -0.8691  0.07
C 1.7090 -1.0591 0.2028  -0.14
C 2.4156 0.2499 -0.0099  -0.28
C 3.6744 0.5073 0.4994  -0.05
C 4.2879 1.7238 0.2232  -0.07
C 3.5899 2.6497 -0.5639  -0.06
C 2.3333 2.3147 -1.0178  -0.15
N 1.7498 1.1435 -0.7672  0.06
H 0.8021 -3.1453 -3.7436  0.08
H 1.8715 -4.0646 -2.6621  0.08
H 2.4515 -2.5726 -3.4289  0.07
H 2.9579 -2.1254 -1.1043  0.13
H 1.9875 -1.5195 1.1571  0.13
H 0.6342 -0.8677 0.1673  0.08
H 4.1709 -0.2294 1.1193  0.10
H 5.2676 1.9508 0.6190  0.09
H 4.0174 3.6151 -0.7857  0.10
H 1.7391 3.0033 -1.6021  0.08
C -0.2411 0.7050 2.7157  -0.16
C -1.1613 -0.3964 2.2476  -0.38
S -2.2683 0.3391 0.8858  0.55
O -2.8075 1.4974 1.5837  -0.60
C -3.5328 -1.0079 1.0911  -0.43
C -3.0123 -2.2917 0.4854  -0.15
H 0.3413 0.4081 3.5925  0.06
H -0.8581 1.5656 2.9706  0.07
H 0.4391 1.0038 1.9199  0.05
H -1.8010 -0.7293 3.0617  0.07
H -0.6300 -1.2439 1.8200  0.05
H -4.4079 -0.6456 0.5575  0.02
H -3.7575 -1.0951 2.1529  0.08
H -2.6240 -2.0827 -0.5098  0.06
H -3.8099 -3.0302 0.3963  0.06
H -2.2069 -2.7173 1.0845  0.06

HOMO-LUMO gap in eV: 3.9
Charge: -2
Highest occupied orbital energy in eV: -0.158